(1)
ORCA calculation (ωB97M-V/def2-TZVPD) on a 3-piece molecular cluster, C23H45N5O2 overall.

Results
SMILES string = [H]/N=C/C[C@H](C#N)[C@H](C#N)CCOC(=O)CC.CCN(CC)CC.CCN(CC)CC
Energy above the lowest of the compared OMol25 structures with the same formula, charge and spin = 43.2 kcal/mol

Last column: Löwdin charge in e.
Element x y z (Å)
1 C 1.90637 -1.04460 -1.23853  -0.058
2 C 3.16555 -1.08446 -2.10035  -0.131
3 C 4.08824 -0.00040 -1.65565  -0.474
4 O 4.40608 0.94877 -2.32839  0.144
5 O 4.54105 -0.13646 -0.35546  -0.044
6 C 5.90772 -0.54602 -0.31991  -0.173
7 C 6.35625 -0.39850 1.10386  -0.101
8 C 5.71508 -1.47767 1.98251  -0.262
9 C 6.68538 -2.01334 2.90759  -0.189
10 N 7.51158 -2.52668 3.55044  0.184
11 C 4.46338 -0.99953 2.72213  -0.278
12 C 3.90942 -2.12344 3.45063  -0.190
13 N 3.40273 -2.99531 4.02122  0.179
14 C 4.70165 0.16994 3.67739  -0.124
15 C 4.44663 1.46964 2.99598  -0.253
16 N 3.36077 1.65776 2.38971  0.125
17 H 1.20422 -0.28252 -1.53371  0.071
18 H 2.21650 -0.90159 -0.21705  0.064
19 H 1.38146 -1.98430 -1.26458  0.073
20 H 3.67899 -2.01756 -1.92044  0.119
21 H 2.98036 -0.96090 -3.15111  0.118
22 H 6.50371 0.05947 -0.98730  0.131
23 H 6.00219 -1.57379 -0.65244  0.132
24 H 6.07628 0.60079 1.40263  0.111
25 H 7.43029 -0.45051 1.13412  0.128
26 H 5.40779 -2.28074 1.33450  0.151
27 H 3.71060 -0.69908 2.01302  0.124
28 H 3.95730 0.09961 4.45503  0.125
29 H 5.66426 0.14001 4.16450  0.122
30 H 5.19816 2.24997 3.01812  0.115
31 H 3.34317 2.58421 1.98299  0.059
32 C -2.03033 0.20195 -3.51031  -0.086
33 C -2.31123 -1.25649 -3.84167  -0.273
34 N -2.14318 -2.14879 -2.71062  -0.200
35 C -2.12203 -3.55169 -3.08733  -0.254
36 C -3.39043 -4.15622 -3.70028  -0.085
37 C -2.91458 -1.82043 -1.52643  -0.244
38 C -4.43962 -1.71751 -1.65549  -0.072
39 H -1.04129 0.31844 -3.06465  0.067
40 H -2.06201 0.79881 -4.42226  0.075
41 H -2.77049 0.61740 -2.82468  0.059
42 H -1.60570 -1.56562 -4.61713  0.117
43 H -3.31583 -1.32955 -4.28686  0.102
44 H -1.83614 -4.13897 -2.21063  0.111
45 H -1.30297 -3.68375 -3.80180  0.108
46 H -4.16916 -4.31231 -2.95544  0.056
47 H -3.15981 -5.13323 -4.12968  0.070
48 H -3.79688 -3.53723 -4.50026  0.066
49 H -2.54628 -0.86319 -1.14388  0.088
50 H -2.66818 -2.54209 -0.74417  0.116
51 H -4.74456 -1.14745 -2.53413  0.070
52 H -4.83670 -1.20293 -0.77814  0.057
53 H -4.91840 -2.69436 -1.69623  0.057
54 C -5.39018 1.41087 1.10401  -0.090
55 C -4.73635 2.68867 1.60393  -0.275
56 N -3.46797 2.44700 2.26233  -0.200
57 C -2.96569 3.59849 2.99034  -0.251
58 C -2.59301 4.85332 2.19197  -0.087
59 C -2.48949 1.70690 1.48442  -0.242
60 C -2.06961 2.27212 0.12051  -0.077
61 H -5.49092 0.68010 1.90726  0.083
62 H -6.38662 1.62776 0.71723  0.075
63 H -4.81893 0.95697 0.29283  0.045
64 H -5.40853 3.15629 2.32782  0.118
65 H -4.64758 3.39317 0.76146  0.102
66 H -2.10123 3.28223 3.57991  0.111
67 H -3.72840 3.87619 3.72473  0.109
68 H -1.66131 4.72582 1.64265  0.054
69 H -2.44789 5.69256 2.87533  0.069
70 H -3.37321 5.13975 1.48646  0.065
71 H -2.88224 0.69880 1.32400  0.096
72 H -1.60041 1.56114 2.10200  0.116
73 H -2.92514 2.60371 -0.46997  0.068
74 H -1.55913 1.49612 -0.45524  0.055
75 H -1.37612 3.10594 0.21639  0.055



(2)
ORCA calculation (ωB97M-V/def2-TZVPD) on a 3-piece molecular cluster, C23H45NO13 overall.

Results
SMILES string = CCOCCOCCOC[C@H]1OC(=O)O[C@@H]1OC#N.COCCOCCOC.COCCOCCOC

Last column: Löwdin charge in e.
Element x y z (Å)
1 C -1.63861 -2.20560 0.87247  -0.090
2 C -0.66421 -1.50048 2.00353  -0.245
3 O -1.05188 -0.08548 2.10559  -0.243
4 C -0.29051 0.77529 1.18804  -0.164
5 C -1.18948 1.42236 -0.04245  -0.166
6 O -1.94909 2.62527 0.33291  -0.200
7 C -3.01169 2.33911 1.30815  -0.163
8 C -4.14460 1.26335 0.81160  -0.176
9 O -5.50457 1.50962 1.31548  -0.188
10 C -6.52117 1.04867 0.32786  -0.108
11 C -6.83372 -0.55966 0.39092  -0.149
12 O -5.71691 -1.52393 0.18629  -0.036
13 C -6.20221 -2.88153 0.57996  -0.206
14 O -5.81445 -4.08882 0.14980  0.048
15 O -7.23616 -2.60430 1.60336  0.007
16 C -7.49338 -1.14303 1.77863  -0.175
17 O -8.91859 -0.80886 1.98367  -0.033
18 C -9.73746 -1.35793 0.87833  -0.126
19 N -10.17171 -1.87648 -0.23289  0.133
20 H -2.74172 -2.28792 1.30720  0.085
21 H -1.69344 -1.49693 -0.05704  0.063
22 H -1.20733 -3.25074 0.53461  0.089
23 H 0.47897 -1.69535 1.84836  0.118
24 H -0.95869 -2.01421 3.04013  0.132
25 H 0.31806 1.62409 1.76611  0.148
26 H 0.55047 0.12258 0.64835  0.136
27 H -1.84194 0.60435 -0.61703  0.124
28 H -0.39056 1.78134 -0.85406  0.140
29 H -2.62320 2.00591 2.36674  0.135
30 H -3.58486 3.36942 1.48732  0.147
31 H -4.12735 1.22681 -0.36284  0.135
32 H -3.76390 0.19162 1.17437  0.131
33 H -6.27416 1.40777 -0.77538  0.150
34 H -7.52412 1.61530 0.62791  0.159
35 H -7.44420 -0.72013 -0.62170  0.182
36 H -6.98282 -0.82627 2.79349  0.209
37 C 5.15569 1.38412 5.33182  -0.108
38 O 4.75561 0.03180 5.16872  -0.209
39 C 3.35155 -0.08941 4.93228  -0.190
40 C 3.03511 -1.44625 4.29733  -0.167
41 O 3.28350 -1.47163 2.88537  -0.152
42 C 4.66373 -1.51516 2.49896  -0.169
43 C 5.30003 -2.88926 2.72459  -0.193
44 O 5.66553 -3.04901 4.09621  -0.208
45 C 5.80764 -4.41352 4.45701  -0.109
46 H 4.64082 1.83597 6.18482  0.086
47 H 6.23312 1.40252 5.51487  0.089
48 H 4.95196 1.95213 4.41999  0.085
49 H 3.01042 0.71396 4.26899  0.125
50 H 2.84496 -0.00784 5.89893  0.125
51 H 1.95956 -1.62542 4.40578  0.120
52 H 3.54606 -2.26579 4.80368  0.119
53 H 5.23449 -0.71551 2.97525  0.119
54 H 4.66862 -1.31312 1.42237  0.125
55 H 6.21343 -2.97350 2.12656  0.124
56 H 4.59470 -3.67180 2.42304  0.126
57 H 4.85403 -4.93794 4.33660  0.086
58 H 6.09597 -4.46252 5.50968  0.089
59 H 6.58401 -4.89322 3.85173  0.086
60 C -0.86803 3.04274 -7.04422  -0.108
61 O 0.38484 2.90384 -6.39120  -0.209
62 C 0.35735 3.41902 -5.05860  -0.192
63 C 1.51545 2.84000 -4.24137  -0.170
64 O 1.24322 1.52211 -3.74638  -0.148
65 C 1.29116 0.47123 -4.72084  -0.170
66 C 2.72009 0.11439 -5.13888  -0.193
67 O 3.20410 1.04935 -6.10430  -0.209
68 C 4.62099 1.06519 -6.17082  -0.110
69 H -1.15237 4.09725 -7.10772  0.086
70 H -0.77400 2.63713 -8.05483  0.089
71 H -1.63645 2.47270 -6.51492  0.085
72 H -0.59396 3.16582 -4.57629  0.126
73 H 0.45901 4.50683 -5.12223  0.124
74 H 1.64262 3.46409 -3.34974  0.125
75 H 2.45890 2.87047 -4.78734  0.118
76 H 0.65673 0.69766 -5.58008  0.119
77 H 0.85601 -0.40289 -4.22439  0.125
78 H 2.72978 -0.87684 -5.60408  0.124
79 H 3.36775 0.10739 -4.25498  0.125
80 H 5.04131 1.37988 -5.21000  0.086
81 H 4.92137 1.79013 -6.93100  0.089
82 H 5.00470 0.07772 -6.44813  0.086



| no. | total energy (eV) |
| --- | --- |
| 1 | -36124.47783 |
| 2 | -52674.64570 |